No. 1
Entry from OMol25: an isolated ion of composition C9H12N4P and charge +1 (wB97M-V/def2-TZVPD).

Each line ends with the Mulliken charge.
CARTESIAN COORDINATES (ANGSTROEM)
P 1.556 -0.635 -0.593  -0.35
N -0.758 -1.619 -1.903  0.12
N 1.833 1.570 1.294  0.08
N -0.072 -0.471 1.875  -0.38
N -1.211 -1.367 0.134  0.19
C 0.254 0.434 2.742  -0.13
C 0.076 -1.785 -3.114  -0.77
C 1.285 1.361 2.505  -0.37
C -1.932 -2.181 -1.736  -0.05
C -1.213 -1.173 1.589  -0.71
C 2.381 2.816 0.911  -0.92
C 1.631 0.694 0.377  0.41
C -0.251 -1.058 -0.715  0.23
C -2.308 -1.973 -0.446  -0.66
H 2.076 3.581 1.724  0.36
H 1.646 1.925 3.440  0.35
H -3.152 -2.231 0.165  0.46
H 1.016 -2.045 -2.694  0.33
H -2.108 -0.608 1.788  0.48
H 0.140 -0.850 -3.599  0.34
H -2.421 -2.687 -2.622  0.35
H 1.831 3.161 0.058  0.39
H -0.289 0.609 3.680  0.39
H -1.083 -2.218 2.095  0.32
H -0.584 -2.489 -3.764  0.27
H 3.555 2.887 0.618  0.27

Output
Net charge ... +1
2S+1 ... 1
LUMO energy ... -0.147 Eh
SMILES string ... CN1C=CN2C/N=C/C=[N+](/C)C#P=C12
HOMO energy ... -0.40650 Ha
Energy above the lowest of the compared OMol25 structures with the same formula, charge and spin ... 396.1 kJ/mol

No. 2
Entry from OMol25: a 2-piece molecular cluster, C7H18N2O4 overall (wB97M-V/def2-TZVPD).

Each line ends with the Mulliken charge.
CARTESIAN COORDINATES (ANGSTROEM)
O -0.104 -0.365 -0.763  -0.15
O 1.312 -3.983 3.830  -0.55
O 2.282 -2.548 2.469  -0.51
O -1.914 1.970 0.316  -0.34
N 1.314 -3.206 2.868  0.87
N -2.064 -0.929 0.508  -0.69
C 0.526 0.172 -1.978  -0.42
C 2.162 0.267 -1.648  -0.54
C 0.033 -3.052 2.127  -0.29
C -1.573 -0.356 -0.838  0.21
C -2.221 1.183 -0.893  -0.76
C 2.463 1.127 -0.250  -0.77
C -1.050 3.125 0.023  -0.38
H 3.565 0.832 0.083  0.30
H -2.903 -0.390 0.827  0.31
H -2.027 -1.069 -1.658  0.21
H -3.405 1.031 -0.912  0.35
H 1.765 0.795 0.643  0.18
H 0.206 1.263 -2.264  0.24
H -0.713 -2.680 2.831  0.27
H 0.422 -0.497 -2.933  0.22
H -1.294 -0.628 1.178  0.26
H 2.325 2.280 -0.404  0.24
H -1.906 1.707 -1.896  0.38
H 2.688 -0.786 -1.657  0.33
H 0.181 -2.342 1.310  -0.06
H -0.168 2.763 -0.681  0.07
H -0.242 -4.035 1.738  0.26
H -1.720 3.937 -0.497  0.26
H 2.646 0.929 -2.515  0.28
H -0.586 3.486 1.036  0.22

Output
Net charge ... 0
2S+1 ... 1
LUMO energy ... 0.014 Eh
SMILES string ... CCCO[C@@H](N)COC.C[N+](=O)[O-]
HOMO energy ... -0.35184 Ha
Energy above the lowest of the compared OMol25 structures with the same formula, charge and spin ... 479.4 kJ/mol

No. 3
Entry from OMol25: a 2-piece molecular cluster, C2H4O2 overall (wB97M-V/def2-TZVPD).

Each line ends with the Mulliken charge.
CARTESIAN COORDINATES (ANGSTROEM)
O -0.626 -4.827 2.215  -0.40
O 0.758 3.393 -2.027  -0.40
C 1.502 4.177 -2.639  -0.03
C -1.525 -4.132 2.679  -0.03
H -1.892 -4.093 3.732  0.22
H 1.356 4.377 -3.727  0.21
H -2.019 -3.449 1.948  0.21
H 2.448 4.554 -2.181  0.21

Output
Net charge ... 0
2S+1 ... 1
LUMO energy ... 0.021 Eh
SMILES string ... C=O.C=O
HOMO energy ... -0.37611 Ha
Energy above the lowest of the compared OMol25 structures with the same formula, charge and spin ... 254.9 kJ/mol

No. 4
Entry from OMol25: C31H23Cl2CoN5O3 as an isolated structure (wB97M-V/def2-TZVPD).

Each line ends with the Mulliken charge.
CARTESIAN COORDINATES (ANGSTROEM)
Co -0.675 0.094 0.227  1.01
Cl -0.844 5.096 1.070  -0.23
Cl -6.083 4.284 0.102  -0.28
O -0.575 -0.045 2.356  0.27
O -0.633 2.128 0.669  -0.83
O -0.553 0.293 -1.693  -0.70
N 0.031 -2.695 -1.562  -0.27
N -0.975 -2.214 0.451  0.35
N 2.095 0.033 -0.482  -1.02
N 1.186 -0.086 0.380  1.73
N -2.623 0.453 0.103  0.19
C 5.242 0.859 -4.303  -0.54
C -0.071 -4.414 0.122  -0.95
C 1.522 1.051 -4.486  -0.93
C -1.798 2.634 0.544  -0.10
C 1.830 0.349 -1.779  0.78
C -1.417 0.652 3.274  -1.29
C 2.426 -0.738 4.355  -0.67
C 2.851 0.869 -3.967  0.82
C 0.427 0.882 -3.727  -1.26
C -4.910 -0.019 -0.346  -1.16
C -1.472 -2.648 1.622  -0.14
C -0.550 -4.810 1.342  -0.29
C 1.098 -0.473 4.054  -0.82
C 3.368 -0.818 3.338  -0.86
C -4.471 3.635 0.265  0.60
C 0.531 0.511 -2.331  -0.05
C -3.427 4.469 0.557  -0.60
C 0.724 -0.290 2.732  0.36
C -3.568 -0.408 -0.189  -0.35
C 4.321 0.345 -2.130  -0.26
C 3.975 1.035 -4.795  -0.93
C -5.244 1.297 -0.201  -0.67
C -2.925 1.779 0.242  0.62
C -1.298 -3.917 2.115  -1.05
C -4.245 2.252 0.098  -0.40
C 5.406 0.511 -2.954  -0.77
C -2.121 3.984 0.693  0.36
C 2.985 -0.623 2.021  -0.85
C -0.328 -3.101 -0.315  0.54
C 1.664 -0.355 1.710  0.94
C 3.010 0.520 -2.618  0.71
H 6.404 0.374 -2.556  0.40
H -2.291 0.959 2.708  0.35
H -1.718 -0.006 4.091  0.38
H -0.904 1.533 3.657  0.37
H 1.415 1.337 -5.528  0.35
H -3.608 5.528 0.686  0.47
H -5.655 -0.765 -0.584  0.45
H -0.570 1.020 -4.123  0.51
H 4.405 -1.021 3.569  0.41
H -3.260 -1.437 -0.318  0.51
H -6.268 1.625 -0.318  0.42
H 0.364 -0.409 4.844  0.41
H -2.023 -1.910 2.190  0.40
H 0.753 -3.184 -2.058  0.25
H 0.480 -5.090 -0.517  0.40
H -0.146 -1.734 -1.804  0.06
H 6.104 0.986 -4.944  0.39
H 4.460 0.082 -1.092  0.36
H -0.362 -5.816 1.695  0.41
H 3.822 1.310 -5.833  0.38
H -1.715 -4.197 3.071  0.44
H 3.706 -0.664 1.217  0.44
H 2.719 -0.883 5.386  0.43

Output
Net charge ... 0
2S+1 ... 2
LUMO energy (spin up / spin down) ... -0.018 / -0.018 Eh
HOMO energy (spin up / spin down) ... -0.26045 / -0.25979 Ha

No. 5
Entry from OMol25: C3H6CuIO3 as an isolated structure (wB97M-V/def2-TZVPD).

Each line ends with the Mulliken charge.
CARTESIAN COORDINATES (ANGSTROEM)
I 0.279 0.327 5.288  -0.57
Cu -2.151 -0.362 8.033  0.58
O -0.195 -0.072 -2.336  -0.28
O 1.217 -0.654 -0.783  -0.29
O -0.758 0.485 -0.185  -0.54
C -1.253 0.693 -2.902  -0.64
C -0.068 -0.081 -1.017  0.71
C 1.815 -0.723 0.500  -0.61
H 2.580 -1.495 0.419  0.24
H -1.317 0.451 -3.963  0.24
H 1.035 -1.021 1.199  0.29
H -1.108 1.765 -2.762  0.30
H -2.231 0.490 -2.467  0.30
H 2.156 0.196 0.977  0.27

Output
Net charge ... 0
2S+1 ... 1
LUMO energy ... -0.109 Eh
HOMO energy ... -0.29648 Ha
Energy above the lowest of the compared OMol25 structures with the same formula, charge and spin ... 214.6 kJ/mol

No. 6
Entry from OMol25: one molecule with the formula C4H9N (wB97M-V/def2-TZVPD).

Each line ends with the Mulliken charge.
CARTESIAN COORDINATES (ANGSTROEM)
N 0.495 -1.058 0.051  -0.74
C -0.368 -0.011 0.556  0.07
C 0.195 0.229 -0.662  0.28
C -1.822 -0.478 0.751  -1.42
C 1.507 1.098 -0.745  -1.19
H -2.232 -0.312 1.709  0.38
H -0.378 0.491 -1.693  0.23
H -2.610 0.067 0.228  0.30
H 1.209 2.170 -0.659  0.27
H 0.011 0.521 1.303  0.58
H 2.180 0.770 0.009  0.33
H 1.490 -0.967 0.465  0.23
H 1.885 1.218 -1.740  0.34
H -2.086 -1.580 0.629  0.33

Output
Net charge ... 0
2S+1 ... 1
LUMO energy ... 0.043 Eh
SMILES string ... C[C@H]1N[C@@H]1C
HOMO energy ... -0.34648 Ha
Energy above the lowest of the compared OMol25 structures with the same formula, charge and spin ... 245.0 kJ/mol

No. 7
Entry from OMol25: a 5-piece molecular cluster, C19H47F3N2O19P5 overall (wB97M-V/def2-TZVPD).

Each line ends with the Mulliken charge.
CARTESIAN COORDINATES (ANGSTROEM)
P -2.409 -5.475 -2.071  1.02
P -4.047 0.937 -4.987  0.98
P -3.561 3.832 4.654  1.16
P 4.357 -3.605 -0.035  0.99
P 6.291 3.550 -0.247  1.01
F -0.787 1.135 0.169  -0.28
F -2.847 0.150 0.545  -0.24
F -1.280 -0.843 -0.850  -0.25
O -1.548 -5.514 -3.549  -0.51
O 5.807 2.053 0.447  -0.19
O -2.963 0.268 -3.965  -0.28
O 7.824 2.997 -0.328  -0.33
O 6.742 4.984 -1.078  -0.33
O -4.836 2.044 -4.287  -0.65
O 4.856 -2.248 0.892  -0.26
O -4.986 3.827 5.449  -0.36
O 6.058 4.293 1.069  -0.65
O 3.797 -4.859 -1.067  -0.26
O -2.061 -6.764 -1.309  -0.64
O -3.100 5.240 5.522  -0.28
O -2.856 2.030 -5.565  -0.35
O -5.195 -0.255 -4.523  -0.21
O 5.369 -4.517 0.655  -0.65
O 2.934 -3.611 0.772  -0.23
O -4.077 2.514 3.678  -0.43
O -2.528 2.976 5.391  -0.66
O -4.099 -5.378 -2.279  -0.49
N -4.172 -3.357 1.923  -0.09
N -2.001 -2.944 1.339  0.22
C 4.778 -5.433 -1.925  -0.74
C -2.952 -2.778 2.400  -0.23
C 4.397 1.881 0.518  -0.68
C 2.496 -4.816 1.381  -0.75
C -6.358 -0.297 -5.345  -0.72
C 5.751 6.004 -1.127  -0.68
C 8.868 3.779 0.233  -0.63
C -0.608 -2.393 1.542  -0.78
C -1.698 -3.993 -1.099  -0.38
C -2.315 1.096 -3.012  0.03
C -5.403 2.644 6.110  -0.59
C 6.041 -1.616 0.414  -0.77
C -3.334 3.066 -6.417  -0.68
C -2.554 -3.641 0.194  0.32
C -1.929 5.878 5.023  -0.67
C -0.763 -0.799 1.636  -0.37
C -3.074 1.932 2.858  -0.88
C -1.452 -0.126 0.363  0.94
C -4.023 -3.898 0.574  -0.43
H -1.051 5.253 5.205  0.30
H 6.904 -2.269 0.562  0.37
H -4.113 2.691 -7.084  0.30
H 8.516 4.434 1.030  0.33
H -5.046 -3.379 2.476  0.28
H 5.337 -6.200 -1.388  0.28
H 5.970 6.658 -1.972  0.26
H 4.186 0.858 0.834  0.13
H -2.412 2.700 2.454  0.31
H 4.757 5.572 -1.263  0.30
H -1.802 6.828 5.545  0.25
H -2.497 1.206 3.436  0.38
H -1.399 -0.507 2.554  -0.02
H -2.678 -2.282 3.384  0.37
H -6.076 -0.388 -6.395  0.32
H 0.093 -2.688 0.687  0.22
H -6.078 2.084 5.460  0.23
H 3.950 2.048 -0.465  0.37
H 3.322 -5.483 1.630  0.39
H 0.274 -0.330 1.817  0.37
H 9.619 3.103 0.647  0.24
H 4.268 -5.897 -2.771  0.24
H 9.334 4.377 -0.553  0.25
H -2.500 3.429 -7.020  0.25
H -5.946 2.928 7.013  0.24
H -0.657 -4.334 -0.725  0.17
H 5.935 -1.373 -0.645  0.37
H 5.459 -4.667 -2.300  0.32
H -4.562 2.010 6.398  0.31
H 1.803 -5.329 0.709  0.29
H -3.560 1.416 2.032  0.35
H -2.903 1.979 -2.758  0.37
H -4.248 -4.668 -2.949  0.34
H -1.042 -4.663 -3.595  0.35
H 1.965 -4.565 2.302  0.22
H -4.802 -4.414 -0.076  0.43
H -0.146 -2.769 2.530  0.31
H -1.343 1.404 -3.403  0.29
H -6.953 -1.166 -5.062  0.24
H 3.967 2.574 1.245  0.35
H 6.195 -0.693 0.975  0.21
H -1.509 -3.117 -1.807  0.36
H 5.779 6.594 -0.209  0.27
H -6.957 0.606 -5.198  0.31
H -3.720 3.892 -5.818  0.28
H -2.031 6.073 3.954  0.30
H -2.155 0.515 -2.103  -0.46

Output
Net charge ... +1
2S+1 ... 1
LUMO energy ... -0.161 Eh
HOMO energy ... -0.40714 Ha

No. 8
Entry from OMol25: C17H55B4NO5Zr as an isolated structure (wB97M-V/def2-TZVPD).

Each line ends with the Mulliken charge.
CARTESIAN COORDINATES (ANGSTROEM)
Zr -22.213 15.055 -20.538  -1.89
O -23.044 13.096 -11.415  -0.49
O -21.559 7.011 -14.567  -0.44
O -20.973 13.489 -21.642  0.41
O -21.407 15.967 -22.581  -0.21
O -21.446 9.216 -16.740  -0.28
N -22.096 13.518 -12.251  0.34
C -21.331 8.319 -14.075  -0.75
C -22.549 14.119 -13.553  1.85
C -21.992 7.943 -16.908  -0.46
C -23.338 13.107 -14.399  -1.44
C -20.297 13.481 -14.646  0.08
C -20.508 15.111 -23.380  -0.91
C -21.198 11.185 -12.551  -1.39
C -23.514 15.355 -13.233  -1.97
C -21.305 6.928 -15.965  -0.64
C -20.412 13.646 -22.998  -0.64
C -19.771 13.154 -13.219  -1.51
C -21.869 17.016 -23.459  -1.08
C -20.851 12.038 -21.292  -1.12
C -21.358 14.553 -14.443  -1.38
C -20.258 12.730 -10.783  -1.92
C -22.126 10.236 -17.513  -0.68
C -20.903 12.707 -12.208  1.39
B -20.246 15.529 -19.748  0.76
B -23.738 13.895 -21.923  0.94
B -23.403 16.893 -20.417  -0.04
B -22.805 13.891 -18.693  0.72
H -23.071 7.925 -16.756  0.34
H -19.978 11.513 -21.681  0.42
H -19.513 15.557 -23.390  0.41
H -23.136 13.299 -21.255  -0.36
H -19.464 13.906 -15.206  0.43
H -22.761 12.267 -14.785  -0.18
H -23.707 16.312 -21.274  0.13
H -20.637 12.527 -15.050  -0.18
H -23.553 16.226 -19.583  0.14
H -21.066 17.500 -24.015  0.37
H -21.726 10.796 -11.681  0.46
H -20.256 10.676 -12.753  0.42
H -23.108 13.366 -17.801  -0.51
H -23.634 14.211 -19.304  0.27
H -20.165 13.718 -10.334  0.48
H -20.379 8.800 -14.300  0.33
H -20.234 6.877 -16.160  0.33
H -23.097 10.410 -17.050  0.36
H -21.039 16.019 -19.206  0.20
H -24.089 17.723 -20.347  -0.08
H -22.225 8.917 -14.253  0.28
H -21.615 5.884 -16.007  0.34
H -23.512 15.979 -14.126  0.43
H -21.631 14.959 -15.417  0.35
H -23.025 14.609 -22.306  -0.32
H -21.007 12.992 -23.635  0.45
H -19.051 12.361 -13.426  0.45
H -22.340 17.816 -22.888  0.32
H -22.674 16.664 -24.105  0.38
H -23.210 15.998 -12.407  0.43
H -21.809 7.649 -17.942  0.42
H -19.303 14.082 -12.890  0.39
H -20.329 16.048 -20.690  0.00
H -21.178 8.284 -12.996  0.37
H -24.292 13.293 -22.626  -0.19
H -20.790 15.096 -24.432  0.48
H -21.913 11.011 -13.355  0.06
H -22.297 14.793 -18.385  0.30
H -22.112 13.324 -19.294  -0.09
H -21.582 11.176 -17.415  0.05
H -24.541 15.071 -13.004  0.42
H -20.997 15.399 -13.858  0.42
H -20.764 12.215 -9.966  0.35
H -23.773 13.564 -15.287  0.40
H -21.772 11.529 -21.577  0.36
H -22.307 9.988 -18.558  0.41
H -22.363 17.175 -20.482  0.07
H -24.178 12.744 -13.806  0.46
H -19.343 13.444 -23.056  0.44
H -19.254 12.306 -10.825  0.38
H -24.401 14.419 -21.252  -0.04
H -20.775 11.885 -20.216  0.21
H -19.310 15.771 -19.267  -0.12
H -23.323 13.881 -10.938  0.38
H -20.452 14.470 -19.735  -0.11

Output
Net charge ... 0
2S+1 ... 1
LUMO energy ... 0.006 Eh
HOMO energy ... -0.27755 Ha